Density functional theory data (the ωB97M-V functional and the def2-TZVPD basis) for 11 unconnected molecules or ions with the total composition C33H88O33S11 in a non-equilibrium geometry.

As for the total charge: -1. The value obtained for the HOMO-LUMO gap (alpha / beta) is 1.5 / 10.1 eV. As for the multiplicity: 2. The calculation puts the total energy at -222391.0789 eV. As for the relative energy (zero: lowest compared OMol25 entry of this formula, charge and spin): 2.546 eV. As for the expectation value of S²: 0.75. As for the LUMO energy (alpha / beta): 0.05018 / 0.04767 hartree. The value obtained for the HOMO energy (alpha / beta) is -0.12 / -8.85 eV.

Each atom is followed by the atoms it is bonded to, with distances in Å.
Geometry (Å):
1 O -4.8783 6.6410 -2.7547  S2 1.473
2 S -4.8842 5.1760 -2.9043  O1 1.473, O3 1.481, O4 1.697, C7 1.891
3 O -4.6064 4.5322 -4.2089  S2 1.481
4 O -3.7845 4.4867 -1.8113  S2 1.697, C5 1.391
5 C -3.6171 3.1352 -1.5284  O4 1.391, C6 1.586, H8 1.090, H9 1.090
6 C -3.4494 2.2035 -2.8008  C5 1.586, H10 1.090, H11 1.090, H12 1.090
7 C -6.5071 4.5150 -2.1936  S2 1.891, H13 1.090, H14 1.090, H15 1.090
8 H -4.3785 2.7899 -0.8290  C5 1.090
9 H -2.6025 3.1171 -1.1302  C5 1.090
10 H -4.3512 2.0072 -3.3807  C6 1.090
11 H -3.2151 1.1672 -2.5573  C6 1.090
12 H -2.6720 2.5278 -3.4927  C6 1.090
13 H -6.7106 3.4889 -2.4996  C7 1.090
14 H -7.1475 5.2961 -2.6035  C7 1.090
15 H -6.4766 4.5515 -1.1047  C7 1.090
16 O -3.5700 -7.8987 2.4579  S17 1.463
17 S -2.4541 -7.4006 1.6530  O16 1.463, O18 1.468, O19 1.668, C22 1.779
18 O -1.1110 -7.9839 1.7615  S17 1.468
19 O -2.8907 -7.4923 0.0458  S17 1.668, C20 1.447
20 C -2.4479 -8.6950 -0.6265  O19 1.447, C21 1.589, H23 1.090, H24 1.090
21 C -2.9850 -10.0228 0.0612  C20 1.589, H25 1.090, H26 1.090, H27 1.090
22 C -2.3100 -5.6509 1.9404  S17 1.779, H28 1.090, H29 1.090, H30 1.090
23 H -1.3612 -8.6537 -0.7000  C20 1.090
24 H -2.8460 -8.7345 -1.6404  C20 1.090
25 H -3.1931 -10.0659 1.1303  C21 1.090
26 H -2.2137 -10.7930 0.0706  C21 1.090
27 H -3.9857 -10.2576 -0.3014  C21 1.090
28 H -1.7280 -5.2405 1.1151  C22 1.090
29 H -1.8579 -5.5043 2.9213  C22 1.090
30 H -3.2982 -5.1998 2.0302  C22 1.090
31 O -5.5534 -6.7972 4.4478  S32 1.434
32 S -5.7816 -5.5210 5.0599  O31 1.434, O33 1.469, O34 1.708, C37 1.851
33 O -5.0865 -5.0889 6.2794  S32 1.469
34 O -5.7133 -4.3002 3.8667  S32 1.708, C35 1.491
35 C -5.5779 -2.9344 4.4503  O34 1.491, C36 1.456, H38 1.090, H39 1.090
36 C -4.7277 -2.2609 3.4791  C35 1.456, H40 1.090, H41 1.090, H42 1.090
37 C -7.5929 -5.3764 5.4110  S32 1.851, H43 1.090, H44 1.090, H45 1.090
38 H -4.9538 -2.8921 5.3430  C35 1.090
39 H -6.5568 -2.4745 4.5852  C35 1.090
40 H -4.3486 -1.2920 3.8042  C36 1.090
41 H -5.2768 -2.0862 2.5538  C36 1.090
42 H -3.7833 -2.7670 3.2792  C36 1.090
43 H -8.0711 -5.3328 4.4325  C37 1.090
44 H -7.9741 -4.5537 6.0160  C37 1.090
45 H -7.8979 -6.2756 5.9463  C37 1.090
46 O 1.0841 -1.1014 6.3767  S47 1.485
47 S 2.3146 -1.9037 6.1567  O46 1.485, O48 1.457, O49 1.601, C52 1.851
48 O 2.9665 -2.5159 7.3071  S47 1.457
49 O 1.9634 -3.0316 5.0757  S47 1.601, C50 1.367
50 C 2.6604 -4.2043 4.9901  O49 1.367, C51 1.570, H53 1.090, H54 1.090
51 C 1.8931 -5.2332 4.0860  C50 1.570, H55 1.090, H56 1.090, H57 1.090
52 C 3.5457 -0.9962 5.1146  S47 1.851, H58 1.090, H59 1.090, H60 1.090
53 H 2.8765 -4.4861 6.0206  C50 1.090
54 H 3.5458 -3.9353 4.4142  C50 1.090
55 H 2.5039 -5.5624 3.2454  C51 1.090
56 H 0.9920 -4.7829 3.6697  C51 1.090
57 H 1.6048 -6.1718 4.5593  C51 1.090
58 H 3.0514 -0.0446 4.9189  C52 1.090
59 H 3.7773 -1.5205 4.1875  C52 1.090
60 H 4.4672 -0.8405 5.6756  C52 1.090
61 O -2.5985 0.0034 -6.7451  S62 1.491
62 S -1.2158 0.5209 -6.5334  O61 1.491, O63 1.483, O64 1.646, C67 1.837
63 O -0.2870 0.8940 -7.6275  S62 1.483
64 O -1.2862 1.7678 -5.4605  S62 1.646, C65 1.356
65 C -0.4732 2.8527 -5.4251  O64 1.356, C66 1.546, H68 1.090, H69 1.090
66 C 0.8545 2.4615 -4.7359  C65 1.546, H70 1.090, H71 1.090, H72 1.090
67 C -0.3723 -0.7577 -5.5195  S62 1.837, H73 1.090, H74 1.090, H75 1.090
68 H -0.9616 3.6957 -4.9364  C65 1.090
69 H -0.4379 3.1883 -6.4616  C65 1.090
70 H 0.6922 2.0920 -3.7234  C66 1.090
71 H 1.5398 3.3038 -4.8301  C66 1.090
72 H 1.3373 1.7288 -5.3826  C66 1.090
73 H -0.6138 -1.6871 -6.0352  C67 1.090
74 H -0.7782 -0.5385 -4.5320  C67 1.090
75 H 0.6691 -0.4965 -5.7076  C67 1.090
76 O 2.3047 1.4113 1.2450  S77 1.496
77 S 1.5197 0.5012 0.3541  O76 1.496, O78 1.480, O79 1.632, C82 1.874
78 O 2.2711 -0.5891 -0.3066  S77 1.480
79 O 0.2182 -0.0607 1.1619  S77 1.632, C80 1.381
80 C -0.1157 -1.3972 1.2529  O79 1.381, C81 1.581, H83 1.090, H84 1.090
81 C -0.7099 -1.7807 2.6671  C80 1.581, H85 1.090, H86 1.090, H87 1.090
82 C 0.6572 1.5853 -0.9082  S77 1.874, H88 1.090, H89 1.090, H90 1.090
83 H 0.7017 -2.0793 1.0189  C80 1.090
84 H -0.8915 -1.6048 0.5159  C80 1.090
85 H 0.1191 -1.7979 3.3745  C81 1.090
86 H -1.3057 -2.6904 2.7413  C81 1.090
87 H -1.2980 -0.9250 2.9990  C81 1.090
88 H 0.5706 0.8019 -1.6611  C82 1.090
89 H 1.3731 2.3855 -1.0964  C82 1.090
90 H -0.1908 2.0798 -0.4345  C82 1.090
91 O -0.0444 4.4345 0.1907  S92 1.495
92 S 0.3404 5.0829 -1.0997  O91 1.495, O93 1.444, O94 1.681, C97 1.822
93 O 0.3150 4.2454 -2.2752  S92 1.444
94 O -0.7283 6.3527 -1.3676  S92 1.681, C95 1.424
95 C -1.1159 7.1017 -0.2197  O94 1.424, C96 1.551, H98 1.090, H99 1.090
96 C -1.9460 8.3376 -0.6550  C95 1.551, H100 1.090, H101 1.090, H102 1.090
97 C 1.9010 5.9916 -0.8599  S92 1.822, H103 1.090, H104 1.090, H105 1.090
98 H -0.2627 7.3831 0.3976  C95 1.090
99 H -1.6757 6.3692 0.3618  C95 1.090
100 H -2.8582 8.0549 -1.1804  C96 1.090
101 H -1.3745 8.9860 -1.3193  C96 1.090
102 H -2.3333 9.0139 0.1070  C96 1.090
103 H 1.8286 6.8757 -1.4934  C97 1.090
104 H 2.7380 5.3547 -1.1459  C97 1.090
105 H 1.8218 6.2709 0.1907  C97 1.090
106 O -0.8035 6.4402 2.6012  S107 1.464
107 S -0.5845 5.7751 3.8871  O106 1.464, O108 1.466, O109 1.630, C112 1.891
108 O -1.2534 6.3035 5.0804  S107 1.466
109 O -1.0410 4.2202 3.7072  S107 1.630, C110 1.378
110 C -0.3172 3.3887 2.8800  O109 1.378, C111 1.533, H113 1.090, H114 1.090
111 C -0.0506 2.1809 3.7852  C110 1.533, H115 1.090, H116 1.090, H117 1.090
112 C 1.2604 5.5779 4.2543  S107 1.891, H118 1.090, H119 1.090, H120 1.090
113 H 0.6681 3.7216 2.5538  C110 1.090
114 H -0.8870 3.0717 2.0065  C110 1.090
115 H 0.7517 1.5697 3.3718  C111 1.090
116 H -0.9121 1.5448 3.9880  C111 1.090
117 H 0.4190 2.4705 4.7252  C111 1.090
118 H 1.5687 6.5993 4.4776  C112 1.090
119 H 1.8120 5.3080 3.3538  C112 1.090
120 H 1.4019 4.8206 5.0254  C112 1.090
121 O 0.1276 -3.9747 -1.4269  S122 1.423
122 S 0.2921 -3.7901 -2.8287  O121 1.423, O123 1.461, O124 1.572, C127 1.881
123 O 0.3834 -4.9473 -3.7151  S122 1.461
124 O -0.9719 -2.9457 -3.2291  S122 1.572, C125 1.471
125 C -2.2815 -3.5802 -3.0141  O124 1.471, C126 1.519, H128 1.090, H129 1.090
126 C -3.3732 -2.8077 -3.7345  C125 1.519, H130 1.090, H131 1.090, H132 1.090
127 C 1.5456 -2.4437 -3.2190  S122 1.881, H133 1.090, H134 1.090, H135 1.090
128 H -2.4531 -3.4929 -1.9412  C125 1.090
129 H -2.2445 -4.5700 -3.4692  C125 1.090
130 H -3.1722 -2.6380 -4.7923  C126 1.090
131 H -3.5809 -1.8548 -3.2478  C126 1.090
132 H -4.2877 -3.3993 -3.7754  C126 1.090
133 H 1.5769 -2.5417 -4.3041  C127 1.090
134 H 2.5165 -2.6548 -2.7707  C127 1.090
135 H 1.1029 -1.5144 -2.8603  C127 1.090
136 O 8.8585 2.5540 2.2078  S137 1.502
137 S 8.5154 2.2294 0.7822  O136 1.502, O138 1.466, O139 1.721, C142 1.763
138 O 9.5366 1.9170 -0.2224  S137 1.466
139 O 7.3616 0.9529 0.8095  S137 1.721, C140 1.440
140 C 6.3257 1.1448 1.7918  O139 1.440, C141 1.514, H143 1.090, H144 1.090
141 C 5.3952 -0.0489 1.7473  C140 1.514, H145 1.090, H146 1.090, H147 1.090
142 C 7.4955 3.5651 0.2486  S137 1.763, H148 1.090, H149 1.090, H150 1.090
143 H 5.6973 1.9912 1.5147  C140 1.090
144 H 6.6890 1.3394 2.8008  C140 1.090
145 H 4.8738 -0.1516 0.7956  C141 1.090
146 H 4.6483 -0.0143 2.5404  C141 1.090
147 H 5.9443 -0.9782 1.8984  C141 1.090
148 H 6.7682 3.2098 -0.4814  C142 1.090
149 H 8.0561 4.4422 -0.0747  C142 1.090
150 H 6.9088 3.8545 1.1204  C142 1.090
151 O 4.3844 1.6479 -2.2836  S152 1.465
152 S 4.2880 0.6542 -3.3563  O151 1.465, O153 1.496, O154 1.643, C157 1.850
153 O 2.9903 0.3663 -4.0424  S152 1.496
154 O 5.4750 0.8027 -4.4824  S152 1.643, C155 1.371
155 C 5.0535 1.3187 -5.6810  O154 1.371, C156 1.539, H158 1.090, H159 1.090
156 C 4.2776 2.6456 -5.6000  C155 1.539, H160 1.090, H161 1.090, H162 1.090
157 C 4.8306 -0.9456 -2.6016  S152 1.850, H163 1.090, H164 1.090, H165 1.090
158 H 4.4988 0.4806 -6.1028  C155 1.090
159 H 5.8389 1.2732 -6.4355  C155 1.090
160 H 3.4586 2.7016 -6.3170  C156 1.090
161 H 5.0180 3.4366 -5.7193  C156 1.090
162 H 3.9981 2.8575 -4.5679  C156 1.090
163 H 4.2305 -1.1187 -1.7083  C157 1.090
164 H 5.8680 -0.6563 -2.4338  C157 1.090
165 H 4.7880 -1.7913 -3.2880  C157 1.090